[1]
{
  "formula": "C6H23NO7",
  "method": "the ωB97M-V functional and the def2-TZVPD basis",
  "e_above_lowest_ev": 2.3790,
  "total_energy_ha": -823.75856,
  "smiles": "C=CCCCNC=O.O.O.O.O.O.O",
  "total_charge": 0,
  "molar_mass_g_mol": 221.2,
  "homo_energy_ev": -9.5,
  "spin_multiplicity": 1,
  "species": ["O", "O", "O", "O", "O", "O", "O", "N", "C", "C", "C", "C", "C", "C", "H", "H", "H", "H", "H", "H", "H", "H", "H", "H", "H", "H", "H", "H", "H", "H", "H", "H", "H", "H", "H", "H", "H"],
  "positions_angstrom": [[0.86281, -2.99388, 0.94431], [2.34063, 0.20712, 0.26889], [0.90855, -0.73084, 2.24619], [1.84208, 2.69129, 1.17555], [0.92961, 1.59082, 3.50134], [-1.79950, -0.21158, 2.65918], [-3.86337, -0.40876, 0.04836], [0.57339, -2.05486, -1.02994], [-0.16026, 1.50193, -1.30379], [0.28437, 0.64365, -2.41196], [-1.25791, 2.28671, -1.11177], [0.60938, -3.21471, -0.23766], [0.07058, -1.90995, -2.34569], [-0.75417, -0.54142, -2.50796], [-1.31471, -0.61974, -3.50215], [0.20201, 1.19459, -3.38442], [0.69032, -1.59868, 1.92006], [0.38587, -4.24385, -0.54753], [-1.38550, 2.93683, -0.25341], [-2.08773, -0.79328, 3.27215], [1.51435, -0.36630, 1.67347], [1.00719, -1.69461, -3.02975], [3.24663, 0.30012, -0.01878], [0.22526, 1.94660, 3.92511], [1.40828, 0.24141, -2.33725], [1.58449, 2.42175, 1.95609], [-2.02884, 2.43956, -1.84345], [-0.95780, -0.40706, 2.47384], [1.01672, 0.64849, 3.47183], [-1.64056, -0.56334, -1.79154], [1.23087, 3.36207, 0.91065], [1.98385, 1.07533, 0.37717], [0.86589, -1.21144, -0.47948], [-3.02530, -0.11928, -0.42975], [-3.55752, -0.53368, 0.95666], [-0.47899, -2.72469, -2.83273], [0.52903, 1.45366, -0.38182]],
  "atomic_forces_ev_per_a": [[0.0798, -1.6021, -0.0842], [0.3603, -1.7134, -0.5387], [-2.6001, -0.3447, 3.1891], [2.6784, 1.9582, -6.6717], [4.0395, 0.4544, -2.0808], [-4.2274, 4.0096, -1.8802], [1.6383, 0.4522, -0.9329], [-0.2696, -2.3336, 1.7182], [0.3575, 1.8657, 3.4565], [-0.2690, -0.8730, -1.5112], [1.5816, -0.7240, -0.7529], [-0.0507, 3.4725, 0.7613], [1.1882, 2.6230, -2.9664], [-0.3441, -2.3738, -0.7046], [1.1659, 0.3692, 0.9932], [0.2834, -0.3498, 0.7784], [0.3215, -0.9787, -0.4513], [0.0031, 0.4458, -0.8191], [0.2105, -0.4889, 0.2881], [-1.4412, -2.8714, 3.0874], [2.3836, 1.0129, -2.2434], [-1.7206, -0.7216, 0.7623], [0.2842, 0.1090, 0.0141], [-3.3897, 0.8126, 2.0596], [-2.6372, 0.9831, 0.1465], [-2.2235, -2.4100, 7.0644], [-0.1727, -0.1533, -0.5441], [5.4685, -1.0313, -1.2202], [-0.7469, -1.0559, 0.1889], [1.5746, 0.4358, -0.4260], [-0.4859, 0.6306, -0.3559], [0.0301, 1.6788, 0.2734], [-0.3243, -1.0510, -0.8943], [-1.6599, -0.4466, 1.0630], [0.1271, 0.1207, -0.0248], [0.1938, -0.2202, 0.9468], [-1.4073, 0.3088, -1.6887]]
}

[2]
{
  "formula": "C4H3MgORb",
  "method": "the ωB97M-V functional and the def2-TZVPD basis",
  "e_above_lowest_ev": 1.6184,
  "total_energy_ha": -453.08986,
  "total_charge": 1,
  "molar_mass_g_mol": 176.8,
  "homo_energy_ev": [-11.9, -10.5],
  "spin_multiplicity": 2,
  "species": ["Rb", "Mg", "O", "C", "C", "C", "C", "H", "H", "H"],
  "positions_angstrom": [[-2.31883, 0.36743, -4.02692], [-1.85343, 3.06867, -0.66719], [-0.13030, 2.38393, -0.04662], [1.33643, -2.58953, 2.25457], [0.14283, 1.15679, -0.25513], [-0.62547, 0.23828, -0.94843], [2.28066, -1.88588, 2.60672], [1.06381, 0.75496, 0.31042], [0.36874, -2.69590, 1.68559], [-0.26443, -0.79876, -0.91301]],
  "atomic_forces_ev_per_a": [[0.2085, -0.0975, 0.2409], [0.5444, -0.4915, 0.1167], [-0.5126, 0.6723, 0.1555], [-1.5406, 0.5329, -1.1532], [0.4454, -1.4942, 1.2279], [0.7459, 0.5540, -0.8908], [-0.0865, -0.3498, 0.0533], [-0.7052, 0.7156, -1.2817], [1.6070, -0.1665, 1.0849], [-0.7064, 0.1248, 0.4467]]
}

[3]
{
  "formula": "C5H6N2",
  "method": "the ωB97M-V functional and the def2-TZVPD basis",
  "e_above_lowest_ev": 2.6041,
  "total_energy_ha": -303.54037,
  "smiles": "N#C[C@H]1C[C@H]2CN21",
  "total_charge": 0,
  "molar_mass_g_mol": 94.1,
  "homo_energy_ev": -10.0,
  "spin_multiplicity": 1,
  "species": ["N", "N", "C", "C", "C", "C", "C", "H", "H", "H", "H", "H", "H"],
  "positions_angstrom": [[-1.49838, 1.54917, 1.99726], [0.34519, -1.18480, 0.36294], [0.79747, -0.46993, -0.87463], [-0.89044, -0.33030, 0.31742], [1.39966, -0.17058, 0.45039], [-0.49356, 0.30391, -1.04120], [-1.08104, 0.68367, 1.35517], [-0.38521, 1.39186, -1.06609], [-1.13541, -0.02340, -1.85997], [1.27288, -1.02006, -1.68783], [-1.80280, -0.92534, 0.32413], [1.06690, 0.70745, 1.03436], [2.40474, -0.51165, 0.68804]],
  "atomic_forces_ev_per_a": [[0.6538, -0.5999, -0.1960], [-0.2431, 0.0332, 0.2447], [0.1883, 0.0734, -0.1937], [-0.3504, -0.0324, 0.0433], [0.1129, 0.3055, 0.2028], [-0.0450, 0.0789, -0.0815], [-1.0519, 0.6155, 0.4963], [-0.1333, -0.1698, 0.0016], [0.1286, -0.0479, 0.1098], [0.1899, 0.2417, 0.4012], [0.1315, -0.1342, -0.2316], [0.7274, -0.1717, -0.6873], [-0.3088, -0.1922, -0.1095]]
}

[4]
{
  "formula": "C4H6N2",
  "method": "the ωB97M-V functional and the def2-TZVPD basis",
  "e_above_lowest_ev": 4.4503,
  "total_energy_ha": -265.37203,
  "total_charge": 0,
  "molar_mass_g_mol": 82.1,
  "homo_energy_ev": [-9.0, -8.4],
  "spin_multiplicity": 1,
  "species": ["N", "N", "C", "C", "C", "C", "H", "H", "H", "H", "H", "H"],
  "positions_angstrom": [[-2.11129, -0.06215, -1.65488], [0.53806, 1.68518, -1.35968], [0.67921, 1.01426, -0.27922], [0.09015, -0.96015, 1.25860], [-1.25279, -0.35984, -0.85642], [-0.20538, -0.07909, 0.07556], [1.44548, 1.23026, 0.47942], [-0.84993, -1.41607, -1.04879], [1.03183, -1.51681, 1.17116], [1.18124, 2.47695, -1.38075], [-0.71976, -1.67386, 1.43397], [0.17318, -0.33867, 2.16104]],
  "atomic_forces_ev_per_a": [[-0.8112, 0.7638, -0.2942], [-0.0578, 0.2687, -0.0723], [-0.2054, -0.5670, 0.6969], [-0.2965, 0.1212, 0.0603], [0.9990, -1.9668, -0.0730], [0.9213, 1.6637, 0.5564], [-0.0186, 0.0079, -0.1715], [-0.5305, -0.2184, -0.2935], [-0.1382, 0.1099, -0.1187], [0.0087, -0.1575, -0.0455], [0.1349, 0.0752, -0.0591], [-0.0058, -0.1006, -0.1856]]
}

[5]
{
  "formula": "C2H5N3S3",
  "method": "the ωB97M-V functional and the def2-TZVPD basis",
  "e_above_lowest_ev": 2.0331,
  "total_energy_ha": -1437.96892,
  "smiles": "NNC(=S)S/C=N/S",
  "total_charge": 0,
  "molar_mass_g_mol": 167.3,
  "homo_energy_ev": -8.7,
  "spin_multiplicity": 1,
  "species": ["S", "S", "S", "N", "N", "N", "C", "C", "H", "H", "H", "H", "H"],
  "positions_angstrom": [[-1.35543, 3.27406, 0.33410], [0.97164, 1.41024, 0.27461], [1.88029, -2.12230, -1.83894], [-1.20319, -0.55599, 1.22846], [-1.57561, 0.66500, 0.65041], [1.89710, -0.84900, -0.70189], [-0.76914, 1.73738, 0.42581], [0.93343, -0.01431, -0.76623], [-0.48065, -0.42609, 1.90936], [0.10411, -0.04016, -1.48808], [-0.82520, -1.19130, 0.50782], [-2.51893, 0.89213, 0.77734], [2.94157, -2.77967, -1.31277]],
  "atomic_forces_ev_per_a": [[0.2328, -0.4150, 0.0262], [-0.0788, 0.0905, 0.0220], [0.3062, -0.0567, 0.2191], [-0.0407, -0.7540, -1.0388], [1.6532, -0.0468, -0.2026], [-0.7478, 0.3822, -0.1422], [-0.2700, 0.0698, 0.0073], [0.6243, -0.4635, -0.0815], [0.3790, 0.2510, 0.4346], [0.1340, -0.1140, 0.1435], [-0.3677, 0.4482, 0.5321], [-1.4882, 0.3466, 0.2102], [-0.3363, 0.2617, -0.1298]]
}

[6]
{
  "formula": "C20H21N3O2",
  "method": "the ωB97M-V functional and the def2-TZVPD basis",
  "e_above_lowest_ev": 0.6562,
  "total_energy_ha": -1089.52826,
  "smiles": "CCC(=O)NCCc1nc2ccccc2n1CC(=O)c1ccccc1",
  "total_charge": 0,
  "molar_mass_g_mol": 335.4,
  "homo_energy_ev": -8.5,
  "spin_multiplicity": 1,
  "species": ["O", "O", "N", "N", "N", "C", "C", "C", "C", "C", "C", "C", "C", "C", "C", "C", "C", "C", "C", "C", "C", "C", "C", "C", "C", "H", "H", "H", "H", "H", "H", "H", "H", "H", "H", "H", "H", "H", "H", "H", "H", "H", "H", "H", "H", "H"],
  "positions_angstrom": [[-2.28944, -3.04949, 3.28585], [1.37944, -0.79940, -0.93218], [-2.11256, -1.63759, 1.53311], [-1.97613, 0.87449, 0.30122], [0.11621, 1.45214, -0.20440], [5.47711, -1.51874, -0.86080], [2.11707, 0.10248, -0.61217], [-0.68609, 2.03058, -1.16240], [1.54846, 1.46327, -0.18754], [-3.08013, 2.09796, -1.58713], [6.33853, -0.46759, -0.58955], [-2.00670, 1.66231, -0.82026], [4.11318, -1.30576, -0.86373], [-0.41655, 2.82929, -2.26104], [-0.67824, -1.52913, 1.56471], [-4.80589, -2.91432, 1.04363], [-2.81184, -2.33816, 2.45015], [-4.31788, -2.19322, 2.29860], [5.82955, 0.79390, -0.32218], [-0.25540, -0.06471, 1.78161], [-0.71900, 0.75916, 0.63255], [-1.49636, 3.25208, -3.01087], [4.46454, 1.01220, -0.32092], [3.58889, -0.03966, -0.59258], [-2.80344, 2.89320, -2.67922], [7.40607, -0.62890, -0.58691], [1.89448, 2.22755, -0.88826], [-0.32000, -2.15516, 2.38554], [6.50199, 1.61251, -0.11320], [0.82706, -0.01275, 1.89217], [-3.61403, 3.24860, -3.29789], [-2.57067, -0.93458, 0.96123], [-4.35102, -2.48861, 0.15220], [-1.32560, 3.87415, -3.87690], [-4.57446, -1.13345, 2.24364], [-4.08870, 1.81811, -1.32848], [-4.78926, -2.62631, 3.18150], [-0.25267, -1.88757, 0.62062], [4.09327, 2.00377, -0.11331], [0.59061, 3.11109, -2.53382], [-4.54599, -3.96914, 1.09267], [1.91780, 1.71572, 0.81274], [3.42413, -2.11031, -1.07270], [5.87032, -2.50199, -1.06989], [-5.88694, -2.82903, 0.95593], [-0.72370, 0.30099, 2.69864]],
  "atomic_forces_ev_per_a": [[0.1075, -0.2801, 0.3512], [0.0950, 0.1444, 0.0625], [0.0777, 0.2320, -0.2774], [-0.2007, -0.1515, 0.3112], [-0.1226, 0.0756, 0.1387], [0.0057, -0.0322, -0.0094], [-0.1836, 0.2381, -0.0043], [-0.6985, 0.0526, -0.1432], [-0.1075, -0.2428, -0.0059], [0.1140, -0.0137, 0.0462], [-0.0211, 0.0760, 0.0128], [0.6514, 0.2681, -0.3338], [-0.1273, 0.0991, 0.0235], [0.1945, 0.0208, -0.0238], [0.2628, -0.1300, 0.0782], [-0.0385, 0.0926, 0.0915], [-0.4210, 0.1477, -0.0963], [0.0533, -0.1776, 0.0595], [0.1579, 0.0432, 0.0138], [-0.0170, -0.2931, -0.0364], [-0.0055, 0.1435, 0.0741], [0.0864, 0.0633, -0.0808], [-0.2447, -0.1247, -0.0334], [0.4864, -0.3592, -0.0835], [-0.1666, 0.0310, -0.0724], [0.0887, -0.0093, 0.0032], [0.0320, -0.0246, 0.1563], [-0.0102, 0.0769, -0.1362], [0.0476, 0.0616, 0.0144], [0.0246, 0.0266, 0.0529], [-0.0684, 0.0249, -0.0453], [-0.1157, -0.1591, 0.1530], [-0.0110, -0.0136, -0.1112], [0.0215, 0.0445, -0.0610], [-0.0202, 0.0307, 0.0380], [-0.1215, -0.0351, 0.0361], [0.1041, 0.0925, 0.0033], [0.0197, 0.0161, 0.1760], [-0.0488, 0.1096, 0.0321], [0.0694, 0.0348, -0.0424], [0.0090, -0.1014, -0.0435], [0.0288, 0.0357, -0.1679], [-0.0432, -0.0526, -0.0172], [0.0284, -0.0823, -0.0153], [-0.0695, -0.0250, -0.0605], [0.0969, 0.0261, -0.0275]]
}